ORCA calculation (ωB97M-V with the def2-TZVPD basis set) on a 6-piece molecular cluster, C26H44Br12O5 overall at a distorted geometry.

The geometry in XYZ format:
```
87
Properties=species:S:1:pos:R:3
C -4.24 0.19 5.82
C -3.92 -0.21 4.24
O -4.77 0.00 3.36
O -2.70 -0.66 4.01
C -2.61 -1.53 2.86
C -2.41 -0.72 1.58
C -1.82 -1.62 0.46
C -0.31 -1.34 0.32
C -0.02 0.04 -0.31
C 1.49 0.25 -0.55
C 2.24 1.06 0.55
C 1.53 1.15 1.91
C 0.60 2.33 2.08
C 0.06 2.65 3.25
C -0.85 3.83 3.03
O -1.64 4.33 3.75
O -0.62 4.24 1.72
C 0.08 3.30 1.01
O 0.21 3.25 -0.17
H -5.21 0.68 5.84
H -3.48 0.90 6.19
H -4.22 -0.69 6.44
H -3.49 -2.16 2.75
H -1.75 -2.19 2.98
H -3.35 -0.28 1.25
H -1.65 0.05 1.80
H -1.91 -2.69 0.70
H -2.34 -1.45 -0.48
H 0.16 -2.07 -0.36
H 0.13 -1.45 1.32
H -0.51 0.86 0.22
H -0.49 0.00 -1.30
H 1.98 -0.73 -0.64
H 1.61 0.74 -1.52
H 3.19 0.54 0.73
H 2.54 2.04 0.16
H 2.31 1.28 2.67
H 1.00 0.24 2.19
H 0.22 2.12 4.18
Br 4.34 1.48 -2.13
C 4.55 2.46 -3.80
C 3.22 2.75 -4.43
Br 2.46 1.17 -5.28
H 5.20 1.87 -4.43
H 5.05 3.39 -3.53
H 3.34 3.48 -5.23
H 2.48 3.12 -3.73
Br 9.79 3.55 -1.83
C 8.92 5.27 -2.06
C 7.56 5.13 -2.69
Br 7.69 4.76 -4.60
H 9.59 5.89 -2.65
H 8.83 5.69 -1.06
H 7.00 6.06 -2.62
H 6.97 4.32 -2.26
Br -2.26 -3.34 -2.47
C -2.02 -5.23 -2.07
C -3.12 -5.75 -1.19
Br -2.90 -5.17 0.66
H -1.03 -5.33 -1.62
H -2.03 -5.73 -3.03
H -3.10 -6.84 -1.15
H -4.11 -5.43 -1.51
Br 3.26 5.85 -6.21
C 2.22 5.06 -7.66
C 1.08 5.95 -8.06
Br -0.37 5.87 -6.77
H 1.90 4.08 -7.32
H 2.93 4.94 -8.48
H 0.64 5.60 -9.00
H 1.36 6.99 -8.16
Br 0.98 -5.06 0.67
C 1.23 -6.95 1.07
C 0.12 -7.48 1.95
Br 0.33 -6.90 3.79
H 2.21 -7.05 1.52
H 1.22 -7.45 0.11
H 0.15 -8.57 1.98
H -0.86 -7.16 1.62
Br -5.58 -1.46 4.70
C -7.20 -2.29 5.54
C -7.84 -3.30 4.62
Br -8.81 -2.44 3.18
H -7.87 -1.47 5.80
H -6.86 -2.78 6.46
H -8.58 -3.89 5.15
H -7.11 -3.97 4.16
```

Calculated values
- Calculated total energy: -32281.326485 Eh
- 2S+1: 1


ORCA calculation (ωB97M-V with the def2-TZVPD basis set) on C26H44BrHgNOP2 as an isolated structure at a distorted geometry.

The geometry in XYZ format:
```
76
Properties=species:S:1:pos:R:3
N -6.73 4.87 -4.25
C -6.44 5.37 -3.04
C -5.45 4.80 -2.23
C -4.70 3.69 -2.69
C -4.95 3.28 -4.03
C -6.01 3.85 -4.73
C -3.72 2.99 -1.85
Hg 0.53 -0.17 -0.89
P 4.30 -0.56 0.67
C -2.65 2.23 -2.21
C -1.54 2.08 -1.33
C -0.21 1.83 -1.79
C 0.88 2.12 -0.92
C 0.58 2.43 0.46
C -0.71 2.79 0.82
C -1.72 2.31 0.04
Br 1.54 1.50 2.09
H -3.85 3.27 -0.79
H -2.61 1.85 -3.23
H -5.33 5.21 -1.23
H -4.35 2.50 -4.49
H -7.06 6.20 -2.70
H -6.30 3.48 -5.72
H -0.10 1.48 -2.83
H -2.72 2.17 0.44
H 1.82 2.45 -1.35
H -0.86 3.27 1.79
P -0.30 -2.25 0.31
C 4.19 1.24 0.48
C 5.58 1.91 0.59
H 3.54 1.63 1.29
H 3.73 1.49 -0.48
H 5.49 2.96 0.89
H 6.21 1.41 1.35
H 6.11 1.89 -0.37
C 3.80 -1.45 -0.81
C 4.98 -2.21 -1.44
H 3.41 -0.72 -1.53
H 3.03 -2.17 -0.53
H 4.78 -2.45 -2.49
H 5.92 -1.64 -1.42
H 5.17 -3.16 -0.95
C 3.52 -1.26 2.12
C 4.53 -1.82 3.13
H 2.87 -2.07 1.79
H 2.89 -0.51 2.63
H 4.08 -2.58 3.77
H 5.37 -2.30 2.62
H 4.96 -1.07 3.81
C -0.30 -3.23 1.91
C -1.21 -4.43 1.92
H -0.58 -2.51 2.69
H 0.74 -3.52 2.13
H -2.24 -4.15 1.98
H -1.09 -5.07 1.06
H -1.02 -5.05 2.79
C 0.26 -3.42 -1.03
C 0.08 -2.93 -2.49
H -0.20 -4.43 -0.88
H 1.35 -3.51 -0.83
H -0.96 -2.97 -2.84
H 0.44 -1.89 -2.64
H 0.69 -3.56 -3.14
C -2.07 -1.86 -0.02
C -2.90 -1.50 1.20
H -2.52 -2.65 -0.63
H -2.02 -0.98 -0.68
H -3.63 -0.73 0.92
H -3.45 -2.36 1.58
H -2.29 -1.09 2.01
C -0.21 -0.23 4.61
O -1.35 -0.08 3.79
H 0.14 -1.26 4.51
H -0.47 0.00 5.65
H 0.56 0.45 4.28
H -1.30 0.79 3.36
```

Calculated values
- Charge: +2
- Calculated total energy: -4556.449083 Eh
- ΔE to the lowest compared entry with this formula, charge and spin: 111.3 kcal/mol
- 2S+1: 1


ORCA calculation (ωB97M-V with the def2-TZVPD basis set) on a 9-piece molecular cluster, C26H44Cl16F3N2O2S2 overall at a distorted geometry.

The geometry in XYZ format:
```
95
Properties=species:S:1:pos:R:3
C 0.49 4.42 1.86
C 0.90 3.25 2.32
N 1.55 1.98 2.75
C 1.41 1.58 4.23
C 2.25 0.16 4.19
C 2.31 -0.31 2.60
C 3.75 -0.09 1.84
C 3.64 0.85 0.53
S 2.01 -2.15 2.62
O 3.28 -2.84 3.14
O 0.90 -2.59 3.59
C 1.55 -2.88 0.96
F 1.10 -1.82 0.08
F 0.43 -3.78 1.16
F 2.60 -3.69 0.40
C 1.15 0.68 2.04
N -0.14 0.07 2.58
C -0.99 0.10 1.55
S -2.11 0.14 0.31
H 0.41 5.58 1.67
H 2.57 2.23 2.74
H 0.34 1.56 4.67
H 2.00 2.33 4.90
H 1.62 -0.48 4.91
H 3.29 0.16 4.72
H 4.40 0.50 2.62
H 4.24 -1.08 1.51
H 4.67 0.99 0.00
H 3.24 1.91 0.72
H 2.89 0.36 -0.23
H 0.92 0.73 0.92
Cl 7.23 0.99 5.47
C 7.85 0.89 3.81
C 7.36 2.03 2.94
Cl 5.60 1.94 2.62
H 7.55 -0.08 3.39
H 8.94 0.91 3.87
H 7.86 2.01 1.97
H 7.56 3.00 3.41
Cl -1.42 2.01 5.52
C -3.06 2.19 4.85
C -3.06 2.90 3.51
Cl -2.61 4.61 3.66
H -3.67 2.72 5.59
H -3.47 1.18 4.74
H -4.06 2.87 3.08
H -2.37 2.42 2.81
Cl -2.47 -2.09 -2.38
C -2.70 -3.41 -1.21
C -1.57 -4.42 -1.24
Cl -1.57 -5.36 -2.76
H -3.67 -3.88 -1.41
H -2.75 -2.94 -0.22
H -1.69 -5.13 -0.43
H -0.60 -3.94 -1.14
Cl -6.73 -7.45 -3.40
C -6.47 -5.72 -3.72
C -5.50 -5.09 -2.73
Cl -6.18 -5.00 -1.09
H -7.44 -5.22 -3.69
H -6.07 -5.64 -4.73
H -5.27 -4.07 -3.04
H -4.56 -5.65 -2.68
Cl 0.25 9.69 0.68
C -0.55 9.71 2.27
C 0.15 8.82 3.27
Cl -0.02 7.09 2.87
H -1.60 9.41 2.12
H -0.54 10.74 2.62
H -0.29 8.95 4.26
H 1.21 9.05 3.34
Cl 0.96 13.91 -1.67
C -0.07 12.47 -1.78
C -1.49 12.80 -2.21
Cl -2.37 13.71 -0.95
H -0.05 11.97 -0.81
H 0.39 11.80 -2.51
H -2.05 11.88 -2.38
H -1.50 13.39 -3.13
Cl -0.49 -6.62 -8.54
C -0.95 -5.87 -6.99
C -1.74 -6.82 -6.11
Cl -3.36 -7.16 -6.77
H -1.51 -4.96 -7.21
H -0.02 -5.59 -6.49
H -1.89 -6.37 -5.12
H -1.22 -7.77 -5.97
Cl -2.77 -10.07 -5.13
C -1.81 -11.24 -6.07
C -0.41 -11.41 -5.51
Cl 0.59 -9.96 -5.73
H -1.79 -10.91 -7.11
H -2.34 -12.19 -6.03
H 0.10 -12.23 -6.03
H -0.43 -11.65 -4.44
```

Calculated values
- Charge: +1
- Calculated total energy: -9735.516946 Eh
- 2S+1: 1


ORCA calculation (ωB97M-V with the def2-TZVPD basis set) on C26H44MgO17S4 as an isolated structure at a distorted geometry.

The geometry in XYZ format:
```
92
Properties=species:S:1:pos:R:3
Mg -1.66 1.30 4.27
C -0.50 2.09 0.50
C -1.11 1.56 1.61
C -1.30 0.08 1.79
O -1.92 -0.42 2.82
C -0.74 -0.83 0.93
C -0.01 -0.37 -0.22
C 0.11 1.18 -0.48
O 0.62 1.45 -1.54
O 0.31 -1.19 -1.08
O -1.37 2.39 2.60
H -0.29 3.14 0.36
H -0.76 -1.89 1.12
C 3.47 -1.61 -1.81
C 2.89 -1.62 -0.42
C 1.94 -2.84 -0.28
O 2.05 -3.14 1.13
C 3.25 -2.67 1.55
O 3.62 -2.82 2.68
O 3.85 -1.97 0.58
H 4.16 -0.76 -1.89
H 2.64 -1.29 -2.45
H 3.98 -2.51 -2.13
H 2.41 -0.65 -0.25
H 2.32 -3.69 -0.84
H 0.99 -2.43 -0.59
C -2.31 -4.57 -0.56
C -2.61 -4.00 -1.96
C -1.55 -3.13 -2.64
O -1.31 -3.76 -3.90
C -2.14 -4.82 -4.02
O -2.32 -5.42 -5.04
O -2.71 -5.13 -2.85
H -2.15 -5.64 -0.67
H -3.18 -4.38 0.06
H -1.40 -4.12 -0.15
H -3.54 -3.42 -1.96
H -0.62 -3.10 -2.08
H -1.94 -2.12 -2.79
C -2.70 3.08 -2.53
C -2.76 2.08 -3.70
C -2.22 0.66 -3.42
O -3.05 -0.20 -4.18
C -4.24 0.48 -4.37
O -5.18 -0.05 -4.87
O -4.11 1.75 -4.04
H -2.71 2.62 -1.55
H -3.42 3.88 -2.71
H -1.71 3.51 -2.69
H -2.24 2.44 -4.59
H -2.31 0.56 -2.33
H -1.17 0.46 -3.65
C -1.30 6.90 0.49
S -0.17 7.74 1.69
O -0.23 9.17 1.17
C -1.28 7.67 3.13
H -2.33 6.91 0.85
H -1.07 5.85 0.27
H -1.24 7.48 -0.42
H -0.81 8.20 3.96
H -1.46 6.61 3.36
H -2.24 8.11 2.87
C 3.52 2.20 -1.88
S 4.32 3.36 -3.06
O 5.21 2.51 -3.91
C 2.76 3.69 -3.94
H 4.29 1.66 -1.33
H 3.05 1.41 -2.47
H 2.82 2.70 -1.21
H 2.79 4.52 -4.64
H 2.24 4.03 -3.03
H 2.30 2.79 -4.35
C 0.50 -6.21 2.33
S -1.25 -5.73 2.51
O -1.68 -6.69 3.61
C -0.94 -4.03 3.12
H 0.97 -5.94 3.28
H 0.92 -5.55 1.58
H 0.51 -7.30 2.27
H -0.84 -3.87 4.19
H -1.82 -3.44 2.87
H -0.10 -3.59 2.58
C 2.38 -0.04 3.69
S 1.61 1.12 4.84
O 0.16 1.00 4.47
C 1.85 0.08 6.34
H 3.47 -0.01 3.69
H 2.03 0.23 2.69
H 2.05 -1.08 3.72
H 2.86 -0.32 6.39
H 1.16 -0.75 6.20
H 1.62 0.53 7.30
```

Calculated values
- Calculated total energy: -4088.903226 Eh
- 2S+1: 1


Question: Number 1 is which compound?
Answer: C26H44Br12O5